(1)
A gas-phase ion, C8H14NO3 (charge +1) in a non-equilibrium geometry, computed with the ωB97M-V functional and the def2-TZVPD basis.

```
26
C8H14NO3 (the ωB97M-V functional and the def2-TZVPD basis)
C -0.331 1.748 0.148
C -1.058 -0.166 -1.277
C -0.753 -0.539 1.276
C 0.409 -0.770 -1.495
C 0.414 -1.437 0.916
C -1.117 0.493 0.155
C 1.786 0.471 -0.013
C -2.552 1.040 0.376
N 1.186 -0.842 -0.237
O -0.271 2.851 0.345
O 2.740 0.665 -0.945
O 2.283 0.441 1.268
H -1.307 0.738 -1.805
H -1.793 -0.922 -1.434
H -1.597 -1.176 1.344
H -0.715 -0.022 2.195
H 0.536 -1.644 -2.125
H 0.933 0.008 -2.229
H 1.069 -1.304 1.738
H 0.002 -2.371 0.520
H -2.684 1.970 -0.324
H -2.646 1.429 1.456
H -3.305 0.259 0.039
H 1.940 -1.523 -0.375
H 3.567 0.171 -0.779
H 3.264 0.429 1.261
```

## Properties
Electronic energy in eV: -16142.5983
Total charge: +1
Spin multiplicity: 3
⟨S²⟩: 2.0047
HOMO-LUMO gap (alpha / beta) in eV: 5.8 / 9.5
ΔE to the lowest compared entry with this formula, charge and spin in kcal per mole: 7.9

Here are the Löwdin charges for atoms 1 to 6, given in e: -0.22, -0.05, -0.08, -0.06, -0.04, -0.46

(2)
A gas-phase ion, C8H14NO5 (charge +1) in a non-equilibrium geometry, computed with the ωB97M-V functional and the def2-TZVPD basis.

```
28
C8H14NO5 (the ωB97M-V functional and the def2-TZVPD basis)
C -1.377 1.279 -0.172
C -1.453 -1.194 0.679
C -0.984 -0.108 1.611
C 0.559 -0.268 1.727
C 1.256 -0.173 0.304
C 0.560 -1.174 -0.646
C -1.817 2.620 -0.607
C 1.222 -0.844 -2.047
N -1.247 1.182 1.083
O -1.267 0.311 -1.131
O 1.242 0.662 2.529
O 2.573 -0.502 0.350
O 0.652 -1.786 -2.887
O -0.880 -0.995 -0.667
H -1.168 -2.276 0.825
H -2.456 -1.420 0.575
H -1.330 -0.139 2.573
H 0.811 -1.171 2.221
H 1.265 0.948 0.095
H 0.971 -2.172 -0.502
H -1.015 3.436 -0.605
H -2.596 3.010 -0.046
H -2.202 2.856 -1.570
H 2.242 -1.059 -2.038
H 0.901 0.078 -2.450
H 1.532 0.424 3.403
H 2.997 -0.133 1.095
H 1.010 -1.393 -3.701
```

## Properties
Electronic energy in eV: -20236.6464
Total charge: +1
Spin multiplicity: 1
HOMO-LUMO gap in eV: 9.4
ΔE to the lowest compared entry with this formula, charge and spin in kcal per mole: 85.1

Here are the Löwdin charges for atoms 1 to 6, given in e: -0.35, 0.04, -0.21, -0.25, -0.29, -0.09

(3)
C8H14NOPS in the gas phase in a non-equilibrium geometry, computed with the ωB97M-V functional and the def2-TZVPD basis.

```
26
C8H14NOPS (the ωB97M-V functional and the def2-TZVPD basis)
C -2.546 -1.159 0.359
C -3.426 1.005 -0.172
C -2.191 0.123 -0.169
C 0.434 -0.056 -0.090
C 2.336 -0.732 -1.466
C 2.398 -0.901 1.021
C 2.517 1.388 -0.235
C 1.856 -0.030 -0.233
N -3.969 1.165 1.074
O -3.989 1.355 -1.187
P -2.247 -2.677 -0.330
S -0.795 0.825 0.747
H -2.892 -1.108 1.464
H -1.856 0.041 -1.289
H -0.060 -0.978 -0.472
H 2.287 -1.769 -1.396
H 3.361 -0.387 -1.838
H 1.601 -0.425 -2.130
H 3.481 -0.763 1.136
H 2.053 -0.409 1.946
H 2.108 -2.032 1.073
H 2.151 2.023 0.510
H 2.257 1.856 -1.201
H 3.679 1.420 -0.275
H -3.620 0.560 1.899
H -4.928 1.667 1.253
```

## Properties
Electronic energy in eV: -32180.0255
Spin multiplicity: 1
HOMO-LUMO gap (alpha / beta) in eV: 8.3 / 5.8
ΔE to the lowest compared entry with this formula, charge and spin in kcal per mole: 76.1

Here are the Löwdin charges for atoms 1 to 6, given in e: -0.68, -0.60, -0.68, -0.43, -0.07, -0.05

(4)
A gas-phase ion, C8H14NS (charge +1) in a non-equilibrium geometry, computed with the ωB97M-V functional and the def2-TZVPD basis.

```
24
C8H14NS (the ωB97M-V functional and the def2-TZVPD basis)
C -1.534 1.230 -1.149
C -2.655 1.125 -0.276
C -0.338 0.717 -1.072
C -2.533 0.274 0.765
C 0.287 1.525 1.765
C -0.052 -2.554 -1.312
C 0.926 0.307 1.108
C 0.793 -1.590 -0.481
N 0.004 -0.464 0.206
S -1.372 -0.960 1.079
H -1.752 1.844 -1.939
H -3.387 1.941 -0.253
H 0.558 0.710 -1.678
H -3.165 0.471 1.614
H -0.029 2.291 1.086
H -0.649 1.255 2.293
H 1.072 1.969 2.429
H -0.726 -1.996 -1.844
H 0.406 -3.228 -2.086
H -0.476 -3.176 -0.543
H 1.360 -0.365 1.887
H 1.863 0.542 0.559
H 1.667 -1.131 -1.156
H 1.238 -2.165 0.417
```

## Properties
Electronic energy in eV: -20835.6115
Total charge: +1
Spin multiplicity: 3
⟨S²⟩: 2.0181
HOMO-LUMO gap (alpha / beta) in eV: 7.2 / 7.7
ΔE to the lowest compared entry with this formula, charge and spin in kcal per mole: 16.8

Here are the Löwdin charges for atoms 1 to 6, given in e: -0.12, -0.09, 0.08, -0.39, -0.08, -0.08

(5)
C8H14O in the gas phase in a non-equilibrium geometry, computed with the ωB97M-V functional and the def2-TZVPD basis.

```
23
C8H14O (the ωB97M-V functional and the def2-TZVPD basis)
C -0.098 0.008 0.307
C -2.377 1.104 -0.419
C -0.261 2.080 -1.171
C -1.618 0.277 0.576
C 0.367 0.744 -0.982
C 0.106 -1.509 0.115
C 0.725 0.525 1.496
C 1.517 -1.974 -0.248
O -1.417 2.350 -0.786
H -2.529 0.618 -1.391
H 0.299 2.895 -1.635
H -2.156 -0.675 0.658
H 1.452 0.871 -0.999
H -1.747 0.733 1.563
H 0.118 0.139 -1.864
H -0.204 -2.006 1.040
H -0.590 -1.846 -0.662
H 0.554 1.593 1.646
H 1.796 0.365 1.362
H 0.419 0.019 2.414
H 2.240 -1.708 0.524
H 1.541 -3.059 -0.355
H 1.861 -1.543 -1.190
```

## Properties
Electronic energy in eV: -10566.3778
Spin multiplicity: 1
HOMO-LUMO gap in eV: 6.0
ΔE to the lowest compared entry with this formula, charge and spin in kcal per mole: 84.5

Here are the Löwdin charges for atoms 1 to 6, given in e: -0.49, -0.10, -0.06, -0.23, -0.09, -0.22

(6)
C8H14O2S2 in the gas phase, computed with the ωB97M-V functional and the def2-TZVPD basis.

```
26
C8H14O2S2 (the ωB97M-V functional and the def2-TZVPD basis)
O -3.698 -1.858 -1.044
C -3.386 -1.219 -0.075
O -3.127 -1.789 1.108
H -3.209 -2.753 1.043
C -3.256 0.283 -0.024
C -1.879 0.717 0.482
C -0.763 0.241 -0.444
C 0.608 0.712 0.032
C 1.732 0.138 -0.826
H 1.505 0.297 -1.883
C 3.109 0.700 -0.481
C 3.674 -0.041 0.719
H 3.070 0.102 1.615
H 4.708 0.226 0.925
S 3.666 -1.804 0.266
S 1.780 -1.700 -0.590
H 3.785 0.560 -1.328
H 3.034 1.769 -0.272
H 0.751 0.408 1.071
H 0.653 1.804 -0.010
H -0.943 0.612 -1.456
H -0.765 -0.851 -0.490
H -1.723 0.309 1.482
H -1.856 1.807 0.552
H -4.027 0.659 0.652
H -3.442 0.674 -1.025
```

## Properties
SMILES: O=C(O)CCCC[C@H]1CCSS1
Electronic energy in eV: -34289.5914
Spin multiplicity: 1
HOMO-LUMO gap in eV: 8.6
ΔE to the lowest compared entry with this formula, charge and spin in kcal per mole: 0.6

Here are the Löwdin charges for atoms 1 to 6, given in e: 0.11, -0.55, 0.11, 0.13, -0.10, -0.20

(7)
C8H14O3 in the gas phase in a non-equilibrium geometry, computed with the ωB97M-V functional and the def2-TZVPD basis.

```
25
C8H14O3 (the ωB97M-V functional and the def2-TZVPD basis)
C 2.392 -0.634 -0.194
C 1.697 0.624 -0.134
C 0.769 -0.442 0.482
C 2.495 1.673 0.753
C -1.803 1.006 -0.506
C -0.230 -2.556 -0.289
C -1.620 -0.574 -0.271
C -0.231 -1.014 -0.531
O 3.185 -1.472 -0.294
O 1.356 1.232 -1.340
O 0.682 -0.412 1.855
H 2.764 1.087 1.677
H 1.865 2.622 1.095
H 3.548 2.053 0.315
H -1.982 1.697 0.484
H -2.528 1.262 -1.276
H -0.791 1.330 -0.838
H -1.069 -3.160 -0.461
H 0.102 -2.711 0.783
H 0.706 -2.848 -0.873
H -1.998 -0.949 0.768
H -2.252 -1.097 -0.946
H 0.094 -0.818 -1.524
H 2.124 1.600 -1.836
H -0.100 -0.086 2.185
```

## Properties
SMILES: CC[C@H](C)[C@@]1(O)C(=O)[C@@]1(C)O
Electronic energy in eV: -14660.8192
Spin multiplicity: 1
HOMO-LUMO gap in eV: 8.3
ΔE to the lowest compared entry with this formula, charge and spin in kcal per mole: 115.9

Here are the Löwdin charges for atoms 1 to 6, given in e: -0.17, -0.46, -0.28, 0.00, -0.07, -0.04

(8)
A molecular structure, C8H15B2F4IrN5O4 in a non-equilibrium geometry, computed with the ωB97M-V functional and the def2-TZVPD basis.

```
39
C8H15B2F4IrN5O4 (the ωB97M-V functional and the def2-TZVPD basis)
Ir -0.016 -0.028 0.257
C -1.698 3.876 -0.259
C -1.419 2.449 -0.164
N -0.187 1.957 0.074
O 0.849 2.695 0.103
B 2.130 2.091 -0.722
F 1.540 1.566 -1.842
F 3.022 3.031 -0.803
O 2.706 0.863 0.070
N 1.966 -0.196 0.021
C 2.461 -1.411 -0.179
C 3.897 -1.681 -0.279
C 1.427 -2.456 -0.314
N 0.176 -1.975 -0.223
O -0.841 -2.677 -0.538
B -2.228 -2.205 0.095
F -3.125 -3.115 -0.130
F -1.919 -1.840 1.397
O -2.643 -0.860 -0.626
N -1.950 0.176 -0.314
C -2.440 1.411 -0.362
C -3.856 1.704 -0.600
C 1.692 -3.871 -0.536
H -0.794 4.474 -0.179
H -2.411 4.184 0.522
H -2.222 4.117 -1.195
H 4.485 -0.769 -0.227
H 4.132 -2.210 -1.212
H 4.223 -2.366 0.515
H -4.450 0.794 -0.644
H -3.990 2.244 -1.548
H -4.253 2.379 0.165
H 2.748 -4.114 -0.597
H 1.162 -4.221 -1.436
H 1.230 -4.472 0.264
N 0.141 0.110 2.576
H -0.539 -0.540 2.976
H -0.063 1.036 2.951
H 1.058 -0.148 2.942
```

## Properties
Electronic energy in eV: -39211.4646
Total charge: +3
Spin multiplicity: 5
⟨S²⟩: 6.0422
HOMO-LUMO gap (alpha / beta) in eV: 8.2 / 6.1
ΔE to the lowest compared entry with this formula, charge and spin in kcal per mole: 22.8

Here are the Löwdin charges for atoms 1 to 6, given in e: 1.65, 0.08, -0.10, -0.12, 0.17, -0.91

(9)
C8H15BO2 in the gas phase in a non-equilibrium geometry, computed with the ωB97M-V functional and the def2-TZVPD basis.

```
26
C8H15BO2 (the ωB97M-V functional and the def2-TZVPD basis)
O -1.541 1.143 -0.126
O 0.781 0.368 0.148
B -0.176 1.404 -0.040
C 1.566 3.173 -0.456
C 0.319 2.837 -0.236
C -1.663 -0.178 1.838
C 1.092 -1.967 0.693
C 1.128 -1.007 -1.737
C -1.052 -1.148 -0.493
C -1.890 -0.124 0.353
C 0.490 -0.960 -0.317
H 2.293 2.421 -0.648
H 1.836 4.201 -0.566
H -0.451 3.560 -0.063
H -0.615 0.075 2.019
H -2.326 0.459 2.406
H -1.898 -1.183 2.207
H 0.563 -1.859 1.596
H 1.009 -3.035 0.376
H 2.159 -1.714 0.906
H 2.088 -0.471 -1.675
H 0.500 -0.483 -2.449
H 1.318 -2.041 -1.989
H -1.268 -1.025 -1.593
H -1.291 -2.142 -0.281
H -2.970 -0.304 0.128
```

## Properties
SMILES: C=CB1O[C@H](C)CC(C)(C)O1
Electronic energy in eV: -13312.3682
Spin multiplicity: 1
HOMO-LUMO gap in eV: 10.7
ΔE to the lowest compared entry with this formula, charge and spin in kcal per mole: 8.8

Here are the Löwdin charges for atoms 1 to 6, given in e: 0.09, 0.05, -0.57, 0.03, -0.03, -0.03

Q: Look up the electronic energy of the first one.
A: -16142.5983 eV

Q: Among the records above, which one has the lowest ΔE to the lowest compared entry with this formula, charge and spin?
A: C8H14O2S2